No. 1
The following is a quantum chemistry calculation of a molecular structure, C30H34N2PPdSe2, from the Open Molecules 2025 dataset.

The geometry in ORCA input format:
```
! wB97M-V def2-TZVPD RIJCOSX def2/J DEFGRID3
* xyz 1 3
Pd 0.00359 -0.04012 0.30221
Se -0.18637 -2.27237 1.29239
Se 0.13527 1.73247 2.03144
P -0.03039 -0.44424 2.66455
N -1.33516 0.38139 -1.40343
N 1.36781 0.25109 -1.40143
C 2.63014 0.05714 5.66818
C -4.55341 0.11960 -5.26437
C 3.44347 -1.79335 4.36374
C 1.54996 0.19126 4.81700
C -3.60523 1.28785 -4.95298
C -2.81168 0.96849 -3.70124
C -3.50535 0.21316 4.72870
C -2.42629 0.40069 3.88228
C -1.63915 -1.82400 4.41535
C 4.66784 2.10359 -4.71650
C -4.43051 2.56237 -4.71890
C 3.57071 -0.93841 5.44631
C -3.65122 -0.98145 5.41512
C 2.89646 0.68039 -3.69985
C 1.51027 0.75254 -3.71288
C -3.43427 0.72568 -2.47393
C -2.66214 0.43829 -1.36261
C -2.69932 1.51365 -6.16859
C 0.76361 0.53588 -2.56212
C 2.69366 0.17183 -1.36063
C 4.54469 -0.33906 -5.26207
C 2.84073 1.23434 -6.16699
C 2.36965 -1.66576 3.50009
C 3.49105 0.37608 -2.47226
C -1.49241 -0.61510 3.74106
C 3.71862 0.91845 -4.95107
C -2.72386 -2.00055 5.25291
C -1.42518 0.90107 -3.71353
C 1.42235 -0.68200 3.74048
C -0.70477 0.60849 -2.56281
H -5.16686 2.42328 -3.93220
H -2.30996 1.33291 3.34064
H 2.25999 2.14110 -6.01159
H -4.49276 -1.12301 6.07609
H 4.40959 -1.04326 6.11728
H -2.03042 2.35739 -6.01289
H 2.26628 -2.33366 2.65199
H -3.99832 -0.80802 -5.38706
H -5.28961 -0.01881 -4.47750
H 4.56192 0.29920 -2.37267
H 4.17746 -2.56437 4.18929
H -2.84523 -2.93566 5.77688
H 3.12905 -0.06448 -0.39324
H 0.80888 0.96747 4.97102
H 5.38607 1.89128 -3.92929
H -4.50754 0.75751 -2.37461
H -5.08261 0.32712 -6.19137
H -3.30978 1.73868 -7.03867
H 3.47119 1.39692 -7.03673
H 3.89934 -1.20632 -5.38518
H 5.21817 2.30642 -5.63222
H 2.17268 0.40752 -6.39898
H 4.11120 2.99828 -4.44581
H -0.91275 -2.61517 4.27093
H 2.73742 0.73136 6.50351
H -0.89381 1.07839 -4.62719
H 5.09255 -0.18577 -6.18887
H -2.11769 0.62384 -6.40004
H 0.99975 0.98141 -4.62698
H -3.11983 0.24355 -0.39636
H -4.22945 1.00351 4.85231
H 5.26311 -0.55075 -4.47490
H -3.78681 3.39661 -4.44798
H -4.95713 2.81963 -5.63486
*
```

Orbital gap (alpha / beta), eV: 8.03 / 5.55
Highest occupied orbital energy (alpha / beta), hartree: -0.409 / -0.395
Energy above the lowest of the compared OMol25 structures with the same formula, charge and spin, kcal/mol: 21.7
<S²>: 2.019

---

No. 2
The following is a quantum chemistry calculation of a molecular structure, C17H28ErN10, from the Open Molecules 2025 dataset.

The geometry in ORCA input format:
```
! wB97M-V def2-TZVPD RIJCOSX def2/J DEFGRID3
* xyz 3 4
Er -0.16925 0.92327 -0.38911
N -1.09925 -0.88433 -1.57428
N 3.32532 0.80960 -0.05887
N 3.81424 -1.20347 -0.99345
N 2.07569 -2.53929 -1.89744
N 0.12847 2.38932 -2.15409
N 0.41772 3.36344 -4.37976
N -0.66580 -0.21933 4.00332
N 4.25331 -3.26223 -1.88771
N 1.57219 -0.42971 -0.97019
N -0.62254 0.00694 1.67520
C -1.93695 0.85426 5.85603
C 1.23811 -1.60229 -1.59035
C -0.57271 -2.99339 -2.58500
C -2.84156 -2.24404 -2.49854
C -0.63879 4.23127 -4.93174
C -0.49586 0.49603 2.91404
C -0.57983 0.37449 5.34656
C -2.39464 -1.10349 -1.85593
C 3.38675 -2.32793 -1.58512
C -1.91524 -3.20635 -2.87383
C -0.11064 1.94722 3.02176
C -1.01346 -1.64549 3.93620
C 2.91683 -0.30325 -0.69608
C -2.47374 -1.91766 3.57840
C -0.19651 -1.82905 -1.93440
C 1.59434 3.00687 -5.19101
C 0.27145 2.84695 -3.22612
H -2.63567 -2.99353 3.56372
H -0.03947 2.40645 2.01927
H -2.22992 -4.10892 -3.37824
H 4.31957 0.90637 0.09616
H 1.57236 1.95271 -5.46756
H -1.54990 3.66312 -5.11792
H 0.85318 2.05930 3.51971
H 1.57925 3.60371 -6.09775
H -2.60829 0.01884 6.04123
H -1.79495 1.38025 6.79752
H -3.09524 -0.33146 -1.54918
H -2.41442 1.53534 5.15212
H 5.23317 -3.12245 -1.68891
H -0.81854 -2.06852 4.91898
H -0.85791 5.05315 -4.25249
H 0.13641 1.19400 5.33869
H 3.95552 -4.12507 -2.31678
H -0.90292 -0.97333 1.70088
H -0.28789 4.64463 -5.87233
H -0.84784 2.51352 3.59110
H -3.14212 -1.49537 4.32437
H -0.33373 -2.14285 3.23724
H -2.75943 -1.51673 2.60598
H 2.77921 1.65625 -0.04265
H 2.51622 3.22175 -4.65311
H -0.18817 -0.38826 6.01841
H 0.18913 -3.71030 -2.84862
H -3.89527 -2.37097 -2.69836
*
```

Orbital gap (alpha / beta), eV: 8.50 / 8.58
Highest occupied orbital energy (alpha / beta), hartree: -0.652 / -0.652
Energy above the lowest of the compared OMol25 structures with the same formula, charge and spin, kcal/mol: 14.9
<S²>: 3.753

---

No. 3
The following is a quantum chemistry calculation of 4 unconnected molecules or ions with the total composition H8O4, from the Open Molecules 2025 dataset.

The geometry in ORCA input format:
```
! wB97M-V def2-TZVPD RIJCOSX def2/J DEFGRID3
* xyz 0 1
O -1.41807 0.37384 -1.55358
O 0.59838 0.57840 0.42969
O 1.69681 -2.69410 -0.54927
O -0.14202 2.46946 2.35758
H -1.78225 1.25901 -1.56227
H 0.92774 -0.29496 0.64184
H 0.02583 0.44214 -0.32519
H 0.20939 1.87390 1.69573
H -2.18356 -0.20039 -1.53089
H 0.82806 -2.89085 -0.89969
H 2.30171 -3.13526 -1.14567
H -1.06198 2.21882 2.44174
*
```

Orbital gap, eV: 10.76
Highest occupied orbital energy, hartree: -0.385
Energy above the lowest of the compared OMol25 structures with the same formula, charge and spin, kcal/mol: 16.9

---

no.,maximum force (hartree/bohr)
1,0.03663
2,0.01736
3,0.01530